71
Properties=species:S:1:pos:R:3:forces:R:3:lowdin_spin:R:1 method="wB97M-V/def2-TZVPD" spin_multiplicity=4 e_tot_ha=-7632.1626 s_squared=3.77 charge=+1 e_above_lowest_kj_mol=10.2 e_lumo_ha="-0.07972 / -0.17765" gap_ev="7.75 / 5.61"
Re -0.71824 0.01103 0.17710 -0.064 0.087 -0.076 1.4904
C -0.54086 0.43550 3.44734 0.050 0.066 -0.013 0.0000
C -0.07920 -0.37541 2.26110 -0.002 0.087 -0.059 -0.0209
N -1.03862 -1.17955 1.71864 -0.053 -0.159 0.051 0.1550
N -1.12296 -2.54270 1.71507 -0.020 0.017 -0.048 0.0078
C -1.56435 -2.98910 0.60383 0.015 -0.013 0.008 0.0542
S -1.75604 -1.89308 -0.76326 0.067 0.001 0.028 0.1027
S -1.98153 -4.68772 0.43394 0.002 -0.038 -0.037 0.0049
C -3.77562 -4.46764 0.14600 -0.003 -0.053 0.008 0.0048
C -4.42133 -3.56771 1.16047 0.003 0.004 0.041 0.0008
C -4.41696 -3.90077 2.51281 -0.001 0.007 0.007 -0.0001
C -4.98844 -3.05363 3.44728 -0.001 0.001 -0.008 0.0004
C -5.57050 -1.85795 3.04218 -0.005 0.003 0.020 0.0001
C -5.57984 -1.51950 1.69864 -0.010 0.012 -0.011 0.0011
C -5.00338 -2.36994 0.76325 -0.015 -0.015 -0.007 0.0020
C 1.33336 -0.85089 2.21401 0.030 -0.023 -0.024 0.0067
C 2.09488 -1.15886 3.33673 -0.082 0.053 0.032 -0.0021
C 3.37321 -1.67059 3.19500 0.075 -0.032 -0.001 0.0092
C 3.89436 -1.88492 1.92362 0.077 -0.031 0.087 -0.0006
C 3.15623 -1.57935 0.79424 -0.112 0.031 -0.076 0.0177
C 1.87814 -1.04955 0.94340 0.068 -0.009 0.052 0.0148
O 1.14915 -0.67517 -0.13954 -0.026 0.013 -0.026 0.2023
H -1.57462 0.75489 3.31604 -0.014 -0.005 -0.007 0.0008
H 0.09315 1.29551 3.65209 0.019 0.023 0.012 -0.0001
H -0.52153 -0.20391 4.33402 -0.005 -0.002 -0.002 -0.0014
H -4.16266 -5.48613 0.20607 -0.023 0.016 -0.011 0.0004
H -3.94428 -4.10292 -0.86617 0.017 0.010 -0.004 0.0002
H -3.94917 -4.82442 2.83340 -0.003 0.015 -0.010 0.0000
H -4.98346 -3.32647 4.49496 0.001 0.005 -0.019 0.0000
H -6.02340 -1.20016 3.77311 0.004 -0.006 -0.009 0.0000
H -6.04512 -0.59613 1.37487 -0.001 -0.011 0.006 0.0001
H -5.01538 -2.10985 -0.28978 0.002 -0.003 0.006 0.0009
H 1.68181 -1.00858 4.32737 0.006 -0.010 -0.033 0.0000
H 3.95934 -1.91528 4.07055 -0.008 0.011 -0.015 0.0005
H 4.88989 -2.29595 1.81221 -0.024 0.006 0.006 -0.0003
H 3.55115 -1.75640 -0.19855 -0.014 0.012 -0.001 0.0071
C 1.65440 2.66890 1.58589 -0.006 -0.017 -0.006 0.0032
Se 0.15342 2.48119 0.37024 0.005 0.019 0.062 0.0066
C -1.26714 3.29552 1.44332 0.015 0.005 -0.066 0.0071
C -2.61997 3.04850 0.80350 -0.036 -0.010 -0.016 0.0006
Se -3.03763 1.13741 0.53407 0.076 -0.034 0.078 0.0265
C -3.71429 1.25037 -1.28385 -0.050 -0.010 0.022 0.0122
H 1.31750 2.57286 2.61158 0.001 -0.003 0.028 0.0001
H 2.11530 3.63750 1.41776 -0.002 0.010 -0.005 0.0001
H 2.35249 1.86865 1.35011 -0.012 0.001 0.007 0.0017
H -1.06383 4.36545 1.47358 -0.017 0.009 0.022 -0.0004
H -1.21304 2.89961 2.45330 0.008 -0.059 0.031 0.0003
H -2.71403 3.53614 -0.16568 0.086 -0.025 -0.030 0.0000
H -3.40506 3.43151 1.45236 -0.017 0.035 -0.004 -0.0005
H -4.64582 1.80819 -1.26727 -0.011 0.015 -0.016 0.0006
H -3.89428 0.22468 -1.59814 -0.004 -0.006 0.010 0.0005
H -2.97103 1.71227 -1.92578 0.023 0.015 0.008 -0.0001
C -0.42148 -1.69204 -5.64590 0.008 -0.007 -0.025 0.0003
C -0.68967 -1.48550 -4.17804 -0.001 0.019 0.039 0.0011
O 0.49482 -0.88592 -3.55503 0.021 0.059 0.018 0.0058
P 0.44849 0.51817 -2.86229 -0.051 -0.061 -0.049 0.0495
O -0.67333 0.64899 -1.85142 -0.005 0.013 -0.003 0.0403
Te 2.65326 0.85941 -1.95938 0.021 -0.023 0.009 0.7380
O 0.12334 1.60733 -3.95262 0.012 -0.010 -0.035 0.0135
C 0.98059 1.78753 -5.11871 0.032 -0.017 0.012 0.0158
C 0.16484 2.44242 -6.20224 -0.028 0.008 0.016 0.0012
H -1.26570 -2.21457 -6.09766 0.012 0.009 0.004 0.0000
H 0.47324 -2.29716 -5.79055 -0.017 0.011 0.001 0.0000
H -0.29377 -0.74128 -6.16591 -0.012 -0.032 0.011 0.0001
H -0.85041 -2.42023 -3.64708 0.006 -0.001 -0.003 0.0013
H -1.55030 -0.83756 -4.00476 -0.012 -0.001 0.002 0.0001
H 1.36280 0.81404 -5.43247 -0.003 0.020 0.015 0.0014
H 1.81911 2.41474 -4.81256 0.008 0.003 -0.004 0.0133
H -0.67148 1.80746 -6.49464 0.001 0.011 -0.001 0.0005
H 0.79109 2.61334 -7.07774 0.006 -0.005 0.007 0.0001
H -0.22420 3.40182 -5.86332 -0.001 -0.012 -0.008 0.0001